(1)
Below is a molecular structure, C15H16ClN3O3, with properties calculated with ωB97M-V/def2-TZVPD.

CARTESIAN COORDINATES (ANGSTROEM)
C: 2.898 2.953 -0.368
H: 3.360 2.990 -1.485
H: 1.999 3.448 -0.411
H: 3.589 3.475 0.164
O: 2.787 1.421 -0.182
C: 3.861 0.886 0.240
O: 4.909 1.356 0.267
C: 3.675 -0.466 0.461
N: 2.248 -0.819 0.514
N: 1.723 -0.777 1.759
C: 0.358 -0.737 1.856
C: -0.522 -1.179 0.613
C: 0.273 -1.549 -0.601
C: 1.697 -1.057 -0.565
O: 2.315 -1.205 -1.757
Cl: -0.569 -1.674 -1.897
N: -1.706 -1.696 1.010
C: -2.574 -2.391 0.139
H: -1.821 -3.026 -0.421
H: -3.371 -2.741 0.759
H: -3.026 -1.765 -0.849
C: -2.638 -0.476 1.879
C: -3.027 0.648 0.880
C: -2.187 1.515 0.489
C: -2.555 2.615 -0.803
C: -3.801 2.527 -0.948
C: -4.773 1.397 -0.436
C: -4.316 0.759 0.407
H: -5.137 -0.160 0.938
H: -5.789 1.585 -0.654
H: -4.208 3.380 -1.674
H: -1.879 3.137 -1.080
H: -1.052 1.458 0.626
H: -1.925 -0.273 2.494
H: -3.392 -1.167 2.186
H: 0.045 -0.667 2.868
H: 4.235 -1.101 -0.329
H: 4.123 -0.633 1.840

Cartesian forces (eV/Å) of the 3 atoms listed first:
C 1.8 -3.9 -5.8
H -1.2 0.1 2.5
H -2.5 0.3 0.3

Properties
* spin multiplicity: 1
* energy: -1430.842296 a.u.
* frontier orbital gap: 7.68 eV
* LUMO energy: -0.2 eV
* relative energy (zero: lowest compared OMol25 entry of this formula, charge and spin): 10.864 eV


(2)
Below is C15H16FN5O5S in the gas phase, with properties calculated with ωB97M-V/def2-TZVPD.

CARTESIAN COORDINATES (ANGSTROEM)
N: -4.190 0.990 5.586
C: -3.161 0.692 4.790
N: -3.181 -0.558 4.471
C: -2.149 -0.987 3.675
O: -2.223 -2.154 3.305
N: -1.217 -0.109 3.094
C: -0.469 -0.565 1.910
C: -1.261 -0.182 0.641
C: -0.141 0.138 -0.365
C: 0.957 0.778 0.425
N: 2.236 0.639 -0.237
S: 2.431 1.538 -1.635
O: 3.866 1.868 -1.604
O: 1.482 2.645 -1.616
C: 2.017 0.276 -2.914
C: 0.896 0.454 -3.691
C: 0.553 -0.472 -4.685
C: 1.361 -1.620 -4.891
N: 0.959 -2.675 -5.770
O: 1.598 -3.748 -5.764
O: 0.039 -2.442 -6.579
C: 2.543 -1.757 -4.135
C: 2.852 -0.820 -3.119
C: 0.951 0.010 1.738
C: -1.297 1.250 3.400
C: -2.251 1.665 4.279
F: -2.338 2.971 4.718
H: -4.862 0.223 5.568
H: -4.492 1.963 5.556
H: -0.351 -1.645 1.930
H: -1.931 0.694 0.797
H: -1.881 -1.002 0.314
H: 0.208 -0.795 -0.838
H: -0.485 0.845 -1.101
H: 0.730 1.836 0.593
H: 2.954 0.932 0.390
H: 0.219 1.276 -3.514
H: -0.357 -0.332 -5.233
H: 3.185 -2.632 -4.277
H: 3.752 -0.928 -2.513
H: 1.677 -0.820 1.667
H: 1.310 0.605 2.597
H: -0.540 1.951 3.035

Cartesian forces (eV/Å) of the 3 atoms listed first:
N -0.8 1.8 0.6
C -1.1 0.0 0.2
N 2.3 0.2 -0.6

Properties
* spin multiplicity: 1
* energy: -1729.119780 a.u.
* frontier orbital gap: 7.46 eV
* LUMO energy: -1.6 eV
* relative energy (zero: lowest compared OMol25 entry of this formula, charge and spin): 0.000 eV


(3)
Below is a molecular structure, C15H16FeN2O4, with properties calculated with ωB97M-V/def2-TZVPD.

CARTESIAN COORDINATES (ANGSTROEM)
C: -2.754 -1.166 2.202
C: -1.265 -1.296 2.481
C: -0.511 -0.339 3.258
Fe: 0.418 -0.408 1.494
C: 0.223 1.496 1.518
O: 0.107 2.644 1.657
C: -0.768 -0.255 -0.137
O: -1.603 -0.691 -0.811
C: 2.277 -0.576 2.269
C: 2.314 -0.045 0.936
C: 1.667 -0.992 0.060
C: 1.254 -2.129 0.870
C: 1.629 -1.857 2.232
H: -3.293 -1.533 3.100
H: -3.088 -0.156 1.927
H: -3.026 -1.838 1.382
H: -1.097 -2.383 2.655
H: -0.987 0.624 3.508
H: 0.131 -0.731 4.067
H: 2.702 -0.115 3.157
H: 2.767 0.892 0.624
H: 1.568 -0.912 -1.014
H: 0.819 -3.047 0.507
H: 1.507 -2.543 3.052
C: -3.460 5.667 0.453
C: -2.837 4.480 -0.224
C: -2.496 3.284 0.404
N: -1.970 2.156 -0.089
C: -1.596 2.219 -1.419
O: -0.927 1.421 -2.087
N: -2.051 3.336 -2.112
C: -2.582 4.519 -1.654
O: -2.803 5.452 -2.439
H: -3.563 6.478 -0.276
H: -4.460 5.440 0.857
H: -2.849 6.034 1.294
H: -2.692 3.252 1.483
H: -1.819 3.270 -3.101

Cartesian forces (eV/Å) of the 3 atoms listed first:
C 0.1 0.0 -0.2
C 0.0 0.1 1.5
C -1.8 -1.2 1.1

Properties
* spin multiplicity: 5
* energy: -2255.162745 a.u.
* frontier orbital gap (alpha / beta): 6.10 / 4.48 eV
* LUMO energy (alpha / beta): 0.1 / -3.3 eV
* relative energy (zero: lowest compared OMol25 entry of this formula, charge and spin): 0.231 eV


(4)
Below is a molecular structure, C15H16N5O4PdS2, with properties calculated with ωB97M-V/def2-TZVPD.

CARTESIAN COORDINATES (ANGSTROEM)
Pd: -0.233 0.081 0.212
C: -2.523 4.289 2.855
S: -0.746 3.945 3.041
C: -0.675 2.333 2.320
S: -0.927 2.306 0.601
N: -0.363 1.340 3.050
N: -0.234 0.162 2.361
C: 0.035 -0.888 3.023
C: 0.105 -2.158 2.297
C: 0.221 -3.384 2.916
C: 0.216 -4.532 2.130
C: 0.136 -4.410 0.757
C: 0.027 -3.136 0.208
N: -0.001 -2.051 0.969
H: -2.690 5.264 3.306
H: -3.098 3.534 3.384
H: -2.801 4.320 1.806
H: 0.167 -0.820 4.099
H: 0.295 -3.431 3.994
H: 0.269 -5.509 2.591
H: 0.148 -5.281 0.117
H: -0.064 -2.981 -0.859
C: -1.796 -1.247 -4.413
N: -1.031 -0.211 -3.723
C: -0.233 0.678 -4.408
C: 0.584 1.549 -3.803
C: 0.684 1.564 -2.349
O: 1.473 2.217 -1.692
N: -0.227 0.715 -1.730
C: -1.015 -0.198 -2.355
O: -1.664 -0.982 -1.656
H: -2.029 -0.907 -5.418
H: -2.714 -1.437 -3.865
H: -1.225 -2.174 -4.467
H: -0.299 0.618 -5.486
H: 1.208 2.225 -4.366
C: 3.491 1.731 0.958
O: 2.082 1.342 1.010
C: 1.726 0.393 0.215
O: 2.300 -0.358 -0.489
H: 3.508 2.786 1.200
H: 3.878 1.554 -0.041
H: 4.035 1.152 1.700

Cartesian forces (eV/Å) of the 3 atoms listed first:
Pd -0.9 2.8 1.7
C 0.1 -0.2 -0.2
S -0.2 0.0 0.2

Properties
* net charge: +1
* spin multiplicity: 1
* energy: -2079.952086 a.u.
* frontier orbital gap: 6.72 eV
* LUMO energy: -5.0 eV
* relative energy (zero: lowest compared OMol25 entry of this formula, charge and spin): 2.220 eV